[1]
111
Properties=species:S:1:pos:R:3:mulliken_charge:R:1 method="wB97M-V/def2-TZVPD" charge=+2 e_lumo_ev="-6.1419 / -6.1924" gap_ev="6.063 / 6.014" de_lowest_kcal_mol=0.00 spin_multiplicity=4 e_homo_ev="-12.2 / -12.2"
Cr 0.109 -0.088 0.365 0.367
C 2.143 -4.000 -2.441 -1.914
C 2.034 -2.574 -2.863 0.373
C 2.535 -2.120 -4.044 -0.673
C 2.417 -0.759 -4.439 -0.035
N 1.834 0.076 -3.630 -0.728
N 1.340 -0.365 -2.454 0.709
B 0.923 1.041 -2.143 -0.603
N -0.279 1.649 -2.776 0.860
N -0.027 2.767 -3.476 -0.526
C -1.029 3.324 -4.099 -0.230
C -2.325 2.734 -4.057 -0.430
C -2.582 1.620 -3.316 0.388
C -3.930 0.991 -3.201 -1.955
C -1.480 1.089 -2.589 1.389
S -1.580 -0.207 -1.494 -0.398
C -0.720 4.583 -4.898 2.148
C 0.308 5.432 -4.143 -1.605
C -1.984 5.412 -5.134 -2.030
C -0.134 4.142 -6.248 -1.473
N 1.886 2.025 -1.540 1.351
N 3.101 2.086 -2.093 -0.486
C 3.925 3.000 -1.650 -0.331
C 3.519 3.911 -0.644 -0.457
C 2.297 3.809 -0.046 -0.050
C 1.845 4.710 1.055 -1.855
C 1.466 2.753 -0.500 1.325
S -0.035 2.350 0.260 -0.381
C 5.288 3.075 -2.315 2.162
C 6.356 3.538 -1.318 -1.949
C 5.177 4.088 -3.466 -1.612
C 5.680 1.706 -2.868 -1.262
C 1.368 -1.630 -2.005 1.064
S 0.655 -2.195 -0.549 -0.216
C 2.917 -0.256 -5.775 2.197
C 2.107 -0.955 -6.878 -1.830
C 2.728 1.255 -5.878 -1.786
C 4.403 -0.614 -5.918 -1.450
H 2.684 -4.579 -3.186 0.433
H 1.149 -4.432 -2.309 0.478
H 2.660 -4.075 -1.483 0.234
H 3.031 -2.816 -4.708 0.477
H -3.131 3.199 -4.608 0.397
H -4.652 1.504 -3.831 0.392
H -4.275 1.026 -2.166 0.405
H -3.890 -0.060 -3.491 0.378
H -0.072 5.737 -3.166 0.380
H 0.520 6.333 -4.718 0.486
H 1.242 4.890 -3.998 0.186
H -2.493 5.655 -4.199 0.465
H -2.690 4.914 -5.800 0.391
H -1.707 6.351 -5.612 0.429
H 0.806 3.608 -6.104 0.209
H 0.058 5.018 -6.867 0.459
H -0.824 3.493 -6.792 0.377
H 4.203 4.684 -0.321 0.369
H 2.596 5.467 1.268 0.456
H 1.651 4.135 1.962 0.360
H 0.911 5.205 0.786 0.363
H 6.219 4.573 -1.006 0.428
H 7.335 3.481 -1.793 0.475
H 6.380 2.905 -0.429 0.370
H 4.892 5.077 -3.102 0.391
H 4.438 3.766 -4.201 0.155
H 6.141 4.181 -3.967 0.485
H 5.749 0.963 -2.071 0.207
H 6.654 1.779 -3.351 0.574
H 4.956 1.351 -3.599 -0.286
H 1.049 -0.696 -6.813 0.346
H 2.199 -2.041 -6.831 0.387
H 2.475 -0.635 -7.853 0.502
H 1.676 1.531 -5.795 0.193
H 3.094 1.593 -6.848 0.638
H 3.275 1.783 -5.095 0.039
H 4.566 -1.692 -5.943 0.393
H 4.998 -0.195 -5.107 0.138
H 4.779 -0.208 -6.857 0.500
Br -2.067 -0.742 1.644 -0.097
C -1.413 -0.594 3.481 -0.071
Br -1.245 1.224 4.020 -0.055
H -0.451 -1.084 3.503 -0.254
H -2.158 -1.099 4.084 0.521
Cl 4.628 -4.650 4.370 -0.179
C 3.030 -5.226 4.054 1.102
C 2.626 -6.428 4.610 -0.621
C 1.331 -6.880 4.413 -0.460
C 0.440 -6.134 3.660 -0.697
C 0.870 -4.946 3.097 0.791
Cl -0.265 -4.024 2.135 -0.213
C 2.165 -4.458 3.270 -1.283
N 2.569 -3.225 2.732 0.304
C 3.532 -3.156 1.707 0.911
C 4.038 -4.296 1.084 -0.261
C 4.983 -4.184 0.080 -1.017
C 5.427 -2.936 -0.337 -0.784
C 4.934 -1.802 0.287 -0.475
C 4.010 -1.898 1.321 0.269
C 3.526 -0.649 2.028 -1.513
C 2.204 -0.279 1.457 0.727
O 2.094 0.187 0.278 -0.404
O 1.098 -0.504 2.045 -0.380
H 3.326 -6.992 5.210 0.457
H 1.012 -7.813 4.855 0.398
H -0.576 -6.468 3.501 0.457
H 1.794 -2.588 2.598 -0.222
H 3.688 -5.273 1.390 0.550
H 5.375 -5.081 -0.380 0.425
H 6.174 -2.850 -1.115 0.490
H 5.296 -0.823 -0.004 0.445
H 4.223 0.168 1.844 0.554
H 3.421 -0.817 3.100 0.455

=====

[2]
103
Properties=species:S:1:pos:R:3:mulliken_charge:R:1 method="wB97M-V/def2-TZVPD" e_lumo_ev=0.0224 gap_ev=6.885 de_lowest_kcal_mol=0.00 e_homo_ev=-6.9
Ba 0.755 -0.735 0.012 1.180
C 5.229 -1.409 -2.004 -2.145
C 3.768 -1.329 -1.686 -0.073
N 3.285 -1.426 -0.503 2.225
N 4.169 -1.580 0.537 -1.424
C 3.629 -2.038 1.653 -0.001
N 4.511 -2.052 2.698 -0.380
S 2.045 -2.665 2.005 -0.518
C 2.797 -1.268 -2.829 0.921
C 3.265 -1.272 -4.139 -0.775
C 2.363 -1.333 -5.189 -0.790
C 1.012 -1.406 -4.915 -1.106
C 0.624 -1.386 -3.583 -0.884
N 1.476 -1.302 -2.572 1.041
H 5.802 -1.410 -1.084 0.411
H 5.547 -0.568 -2.624 0.435
H 5.447 -2.326 -2.559 0.382
H 5.481 -1.902 2.476 0.253
H 4.273 -2.612 3.497 0.227
H 4.325 -1.244 -4.336 0.477
H 2.720 -1.335 -6.211 0.421
H 0.269 -1.469 -5.697 0.494
H -0.428 -1.438 -3.322 0.644
C -1.176 -4.355 1.392 -1.424
C -1.900 -3.511 0.341 2.215
C -2.550 -4.405 -0.718 -1.622
C -2.920 -2.580 0.973 0.810
C -3.938 -3.125 1.744 -0.570
C -4.884 -2.317 2.354 -1.800
C -4.802 -0.945 2.219 -0.703
C -3.800 -0.345 1.458 0.386
C -3.702 1.172 1.443 3.112
C -3.460 1.699 2.860 -1.548
C -4.942 1.810 0.818 -1.603
C -2.887 -1.187 0.810 -0.734
N -1.837 -0.612 0.047 0.865
C -2.113 0.085 -0.990 -0.578
C -1.166 0.930 -1.734 1.217
C -1.462 1.118 -3.098 -0.631
C -0.707 1.910 -3.923 -1.012
C 0.392 2.586 -3.370 -0.875
C 0.665 2.507 -2.032 -1.084
C -0.118 1.726 -1.135 0.443
N 0.129 1.691 0.198 0.747
C 0.534 2.858 0.880 -1.231
C -0.118 4.104 0.695 1.340
C 0.260 5.192 1.478 -0.901
C 1.214 5.090 2.469 -1.511
C 1.812 3.862 2.685 -0.622
C 1.502 2.752 1.911 0.019
C 2.232 1.461 2.247 3.533
C 1.704 0.841 3.540 -1.289
C 3.750 1.648 2.303 -1.710
C -1.302 4.334 -0.236 1.528
C -1.010 5.405 -1.289 -1.939
C -2.555 4.708 0.561 -0.952
H -0.330 -4.880 0.946 0.131
H -1.853 -5.099 1.818 0.353
H -0.794 -3.743 2.211 0.347
H -1.152 -2.918 -0.190 -0.729
H -3.313 -5.046 -0.271 0.372
H -1.800 -5.053 -1.179 0.355
H -3.031 -3.817 -1.502 0.389
H -3.991 -4.200 1.871 0.351
H -5.672 -2.758 2.951 0.366
H -5.525 -0.317 2.727 0.341
H -2.833 1.466 0.852 -1.584
H -4.283 1.437 3.529 0.393
H -3.367 2.786 2.859 0.385
H -2.542 1.285 3.280 0.231
H -5.840 1.572 1.392 0.364
H -5.101 1.457 -0.203 0.368
H -4.842 2.897 0.791 0.315
H -3.143 0.076 -1.367 0.385
H -2.323 0.593 -3.502 0.392
H -0.952 2.014 -4.971 0.445
H 1.025 3.196 -4.005 0.477
H 1.490 3.067 -1.608 0.715
H -0.239 6.142 1.322 0.299
H 1.473 5.947 3.078 0.385
H 2.547 3.761 3.475 0.297
H 2.062 0.756 1.438 -2.433
H 1.883 1.521 4.376 0.332
H 2.192 -0.112 3.749 0.377
H 0.626 0.667 3.488 0.161
H 4.042 2.244 3.169 0.437
H 4.117 2.154 1.408 0.376
H 4.245 0.680 2.382 0.355
H -1.540 3.410 -0.756 -0.332
H -0.859 6.380 -0.822 0.397
H -1.846 5.496 -1.986 0.439
H -0.114 5.170 -1.864 0.344
H -2.427 5.651 1.096 0.349
H -2.789 3.940 1.299 -0.149
H -3.415 4.819 -0.105 0.436
S 2.718 -6.204 0.268 -0.150
C 1.439 -6.309 -0.860 -0.294
C 1.494 -5.244 -1.704 -0.627
N 2.519 -4.362 -1.480 -0.118
C 3.234 -4.753 -0.470 -0.318
H 0.726 -7.115 -0.852 0.436
H 0.800 -5.058 -2.512 0.481
H 4.079 -4.196 -0.090 0.469